No. 1
26
Properties=species:S:1:pos:R:3:forces:R:3:lowdin_spin:R:1 method="wB97M-V/def2-TZVPD" total_charge=-2 spin_multiplicity=2 relative_energy_kj_mol=61.4 homo_ha="0.135 / -0.038" lumo_energy_ev="5.70 / 5.62" s_squared=0.751 gap_ha="0.0749 / 0.2447"
C 0.917648 -1.359788 -2.860776 1.53 1.24 0.96 0.002
C 2.071291 -0.356772 -2.589582 -0.97 -0.36 1.58 0.013
C -0.416673 -0.665563 -2.739500 -2.34 -0.74 -2.60 0.001
O -0.614522 0.266154 -3.538117 0.82 0.19 0.95 0.005
O -1.442881 -1.268089 -2.214746 -0.09 0.45 -0.48 0.001
H 1.057335 -1.650960 -3.889182 -0.44 -0.38 -0.45 0.000
H 1.115095 -2.208350 -2.210485 -0.61 -0.13 0.13 0.001
H 2.071385 0.520399 -3.219163 0.30 -0.18 -0.61 0.002
H 2.962517 -0.954882 -2.495198 0.85 0.24 -0.62 0.003
H 1.950199 0.048777 -1.576629 -0.14 -0.03 0.00 0.003
C 0.017658 2.472927 3.058621 -0.30 -0.57 -1.03 0.428
C -0.367413 -1.209768 2.026435 0.41 0.64 0.61 0.012
C -0.832262 -1.031912 0.733645 -3.17 -0.66 -0.58 0.002
C -0.079665 -0.097203 2.859074 0.26 -1.46 -1.56 0.112
C -0.268283 1.152474 2.331078 -0.72 2.02 0.45 0.022
C -1.349699 0.248069 0.333390 1.64 -0.44 1.10 0.003
C -0.981039 1.322583 1.116938 0.47 -0.81 0.01 0.042
O -1.242021 -2.094179 0.002814 0.15 0.43 -0.14 0.001
H -0.326848 -2.224966 2.406190 0.27 -0.03 -0.11 0.006
H 0.349252 -0.319444 3.822286 0.01 0.49 0.27 0.058
H -1.968524 0.254839 -0.545338 0.02 0.45 -0.20 0.001
H -1.582115 -1.679123 -1.128789 1.83 -0.69 1.21 0.000
H -0.917868 2.832802 3.504525 0.33 -0.08 0.72 0.093
H 0.162299 3.255678 2.308647 0.42 0.01 0.00 0.067
H -1.187941 2.335771 0.819070 -0.28 0.21 -0.07 0.025
H 0.903076 2.410525 3.684792 -0.26 0.19 0.46 0.100

---

No. 2
31
Properties=species:S:1:pos:R:3:forces:R:3:mulliken_charge:R:1 method="wB97M-V/def2-TZVPD" relative_energy_kj_mol=310.7 smiles="O=S1(=O)C[C@@H]([PH2]=S)CCO1.O=C1C=CC(=O)C=C1" homo_ha=-0.334 lumo_energy_ev=-1.90 gap_ha=0.2640
O 1.452095 -3.864361 -2.336560 -2.96 5.25 1.53 -0.650
S 0.719184 -2.617575 -1.705044 3.80 -6.47 1.65 1.112
O 0.577324 -2.868564 -0.184644 -0.11 2.36 -5.05 -0.556
C -0.903746 -2.406564 -2.615342 -0.79 0.32 -1.58 -0.662
C -1.479791 -0.873630 -2.671777 0.41 0.65 -1.24 -0.042
P -2.924644 -0.505253 -1.474538 -0.52 -0.46 0.57 0.049
S -3.338224 -1.935676 -0.221102 0.10 0.03 -0.26 -0.376
C -0.357753 0.303314 -2.467781 0.04 0.51 0.32 -0.723
C 0.929255 -0.111034 -1.541654 0.56 2.32 0.10 -0.058
O 1.697105 -1.264841 -2.111102 -3.62 -0.94 1.61 -0.347
H -1.652171 -3.204876 -2.195461 1.52 1.73 -0.31 0.357
H -0.694725 -2.726018 -3.746577 0.02 0.67 2.67 0.323
H -1.918080 -0.724811 -3.772345 0.85 -0.39 2.44 0.454
H -2.652718 0.715806 -0.703028 0.04 -0.74 -1.21 0.083
H -4.102031 -0.165022 -2.285238 1.26 0.06 0.34 0.114
H -0.889103 1.225992 -1.928465 1.34 -1.96 -1.15 0.339
H -0.015627 0.693384 -3.516686 -0.40 -0.90 2.06 0.278
H 0.680715 -0.267214 -0.395973 0.27 0.03 -2.70 -0.106
H 1.697311 0.801964 -1.573275 -1.76 -2.12 0.05 0.313
O 0.650152 2.059169 0.532294 0.01 -0.01 0.56 -0.508
C 0.855461 1.870824 1.723465 -0.09 0.07 -0.51 0.669
C 0.687620 2.954719 2.711500 0.02 0.16 0.42 -0.426
C 0.914281 2.748543 4.012439 -0.14 0.32 -0.38 -0.426
C 1.340476 1.428339 4.517634 0.18 -0.20 1.00 0.292
O 1.545785 1.239994 5.708804 -0.15 0.16 -0.88 -0.543
C 1.508317 0.344445 3.529598 -0.01 -0.19 -0.47 -0.623
C 1.281656 0.550620 2.228659 0.11 -0.21 0.33 -0.107
H 0.373820 3.917122 2.325330 0.01 -0.04 -0.02 0.412
H 0.796587 3.532829 4.750201 0.01 -0.04 0.01 0.400
H 1.822117 -0.617959 3.915768 -0.02 0.04 0.00 0.438
H 1.399350 -0.233666 1.490898 0.03 -0.05 0.11 0.521

---

No. 3
25
Properties=species:S:1:pos:R:3:forces:R:3:mulliken_charge:R:1 method="wB97M-V/def2-TZVPD" relative_energy_kj_mol=144.5 smiles="CC(C)=C=O.Pc1ccccc1" homo_ha=-0.309 lumo_energy_ev=0.84 gap_ha=0.3394
C 1.614555 1.172563 1.992496 -1.35 0.91 -0.30 -1.188
C 1.971381 1.534494 0.604670 0.97 -0.81 -0.96 0.463
C 2.872952 0.609067 -0.131679 2.03 -0.28 -1.81 -0.814
C 1.220578 2.266843 -0.148065 -0.80 1.66 -0.18 0.480
O 0.588815 3.018805 -0.778495 0.04 -0.29 -0.15 -0.436
H 1.107427 2.096533 2.288673 -0.11 -0.61 1.19 0.367
H 2.469885 0.937155 2.562304 1.16 0.27 0.81 0.336
H 0.987615 0.279763 2.084588 -0.32 0.22 -0.26 0.232
H 2.897707 0.609311 -1.260473 -0.54 0.51 1.04 0.338
H 3.978117 0.577178 0.091631 -1.14 0.36 0.50 0.328
H 2.430701 -0.307837 0.129413 0.23 -1.70 0.18 -0.135
P 0.732533 -2.178267 -0.067723 0.20 -0.90 -0.77 -0.106
C -0.840671 -1.311192 -0.249166 -0.86 1.58 -0.76 0.574
C -1.983824 -1.662394 0.500068 1.27 2.76 -2.79 -0.705
C -3.176364 -1.009373 0.221079 -0.08 -0.96 0.75 -0.297
C -3.215995 0.051995 -0.647492 -1.46 -0.66 -1.06 -0.480
C -2.104890 0.477448 -1.310485 0.78 -1.08 0.40 -0.484
C -0.933966 -0.204495 -1.172104 0.88 -1.11 2.26 -0.482
H 1.333832 -1.687944 -1.287400 -0.28 -0.20 0.59 0.038
H 0.274999 -3.378390 -0.734300 0.31 0.38 0.38 0.095
H -1.888352 -2.258782 1.314945 0.06 -2.29 1.98 0.472
H -4.027907 -1.490290 0.693800 -0.37 0.72 -0.09 0.332
H -4.114546 0.390573 -1.129170 -0.80 0.34 0.80 0.288
H -2.164782 1.215440 -2.035729 -0.16 1.57 -1.04 0.456
H -0.029798 0.251796 -1.531386 0.33 -0.39 -0.70 0.326

---

No. 4
24
Properties=species:S:1:pos:R:3:forces:R:3:mulliken_charge:R:1 method="wB97M-V/def2-TZVPD" relative_energy_kj_mol=373.6 smiles=C#C[C@]12C[C@@]1(CC)C[C@H]2C homo_ha=-0.321 lumo_energy_ev=0.97 gap_ha=0.3564
C -2.532559 -2.615983 0.020346 1.35 3.13 0.58 -0.162
C -1.948167 -1.536861 0.071542 0.41 -0.85 -1.40 -1.599
C -1.080871 -0.329415 -0.158982 -2.48 -1.63 -0.49 0.980
C -0.224588 -0.144425 -1.371258 1.01 -0.05 0.09 -0.986
C 0.400783 -0.228392 0.048411 -1.84 0.64 -1.03 0.954
C 1.137014 -1.298468 0.635673 1.93 -3.60 -3.09 -0.468
C 2.401790 -1.389022 -0.272410 1.19 -1.96 1.69 -1.238
C 0.280578 1.153795 0.585496 -2.06 1.00 0.32 -1.242
C -1.297111 0.903681 0.626957 0.52 2.61 1.41 0.200
C -2.144506 2.129426 0.230181 0.26 -0.56 -0.23 -1.298
H -3.184854 -3.409755 0.194810 -0.45 -0.89 -0.03 0.507
H -0.111337 -0.986380 -2.058606 -0.11 0.16 0.44 0.408
H -0.155955 0.851765 -1.867780 -0.22 -0.91 0.44 0.154
H 1.395502 -1.319447 1.648328 0.19 0.90 1.65 0.448
H 0.578391 -2.269746 0.499509 0.36 0.86 0.05 0.214
H 2.852253 -0.427210 -0.376811 0.33 0.72 -0.21 0.323
H 2.163234 -1.805675 -1.228785 -0.40 0.12 -0.70 0.313
H 3.205000 -2.091225 0.101293 -0.75 0.72 -0.01 0.364
H 0.539629 1.962017 -0.094281 0.15 -0.04 -0.22 0.335
H 0.634767 1.431167 1.539297 0.80 -0.19 1.17 0.389
H -1.606006 0.529151 1.599753 0.26 0.27 0.44 0.463
H -1.671166 2.418969 -0.711819 -0.48 0.61 -0.05 0.272
H -2.184417 3.010424 0.949534 0.34 -1.37 -0.75 0.303
H -3.150857 1.774933 0.025268 -0.32 0.31 -0.07 0.365